Record 1
# C16H27BF2MnN9OS

A molecular structure, C16H27BF2MnN9OS (ωB97M-V/def2-TZVPD, OMol25).

Each line ends with the Mulliken spin population.
CARTESIAN COORDINATES (ANGSTROEM)
N1 2.374 0.486 1.596  0.033
S1 -0.905 -2.926 -2.445  0.001
F1 3.650 -0.687 -1.629  0.001
H1 -0.744 1.274 2.213  0.004
N2 -1.794 -5.542 1.477  0.007
H2 -0.317 3.760 -0.323  -0.008
N3 4.969 2.781 2.636  0.000
H3 0.611 2.003 -1.860  -0.002
C1 4.230 1.654 2.519  0.004
N4 -0.357 -2.881 4.942  0.007
B1 2.416 -0.174 -1.723  -0.040
C2 3.091 1.593 1.695  -0.003
N5 -0.050 -1.601 0.818  -0.066
C3 -0.364 -2.440 1.571  0.092
N6 -2.584 -0.262 -0.137  0.007
H4 -0.302 0.806 -2.414  -0.007
N7 -0.228 1.471 -1.645  0.085
C4 -1.668 2.607 0.911  -0.005
H5 -1.323 3.043 -2.514  0.001
C5 -0.544 -3.152 3.839  0.000
H6 -3.783 2.755 0.746  0.000
H7 -1.755 3.372 1.687  0.003
C6 -3.050 1.948 0.808  -0.005
H8 -3.287 1.396 1.723  -0.001
C7 -2.732 1.698 -1.700  0.002
F2 2.129 0.205 -2.996  -0.005
C8 2.759 -0.583 2.306  0.034
H9 5.809 2.739 3.187  0.000
H10 -4.298 0.823 -0.548  0.000
H11 0.962 -4.367 -2.576  0.000
H12 -2.750 0.973 -2.518  -0.002
N8 4.609 0.592 3.229  0.006
C9 -0.737 -3.412 2.455  0.030
H13 4.814 3.580 2.051  0.000
O1 -1.001 -1.411 -2.284  -0.007
C10 -1.307 -4.607 1.942  0.000
H14 -3.469 2.463 -1.955  0.000
H15 -2.257 -3.060 -4.375  0.000
C11 -1.199 -3.219 -4.180  0.001
H16 2.791 2.452 1.103  -0.001
C12 -1.310 3.308 -0.399  0.013
H17 -1.756 -0.108 0.442  -0.008
C13 -3.242 1.053 -0.412  0.001
C14 0.838 -3.297 -2.413  0.012
C15 -1.377 2.403 -1.628  0.001
C16 3.877 -0.506 3.118  0.001
N9 -0.576 1.663 1.287  0.041
H18 2.176 -1.488 2.226  -0.011
H19 -3.184 -0.880 0.407  0.000
H20 0.268 2.219 1.402  -0.004
H21 -2.011 4.134 -0.539  -0.001
H22 -0.934 -4.251 -4.409  0.000
H23 -2.222 -0.787 -0.991  0.003
H24 1.349 -2.714 -3.179  0.004
H25 1.204 -3.030 -1.423  0.007
H26 4.191 -1.365 3.699  0.000
H27 -0.590 -2.520 -4.751  0.000
Mn1 0.890 0.016 -0.071  4.777

Output
**Net charge**: +1
**Energy relative to the best compared isomer or geometry (same formula, charge and spin)**: 36.6 kJ/mol
**Kohn-Sham gap (spin up / spin down)**: 7.676 / 8.044 eV
**2S+1**: 6
**Largest force on an atom**: 0.93 eV Å⁻¹
**Expectation value of S²**: 8.758
**LUMO energy (spin up / spin down)**: -0.0998 / -0.1011 Ha
**Molecular weight**: 497.267 u
**Total energy**: -2967.5961 Eh



Record 2
# C24H32AsClCuN3O5S3

A molecular structure, C24H32AsClCuN3O5S3 (ωB97M-V/def2-TZVPD, OMol25).

Each line ends with the Mulliken spin population.
CARTESIAN COORDINATES (ANGSTROEM)
H1 0.229 -1.221 4.688  0.001
C1 -2.614 -0.466 3.338  -0.001
H2 -3.604 -2.811 5.315  0.000
H3 -0.709 2.177 -1.719  -0.005
H4 0.076 -4.389 0.965  -0.020
H5 2.743 -2.238 2.419  0.000
O1 -3.024 2.714 -3.451  0.000
H6 -3.217 -0.198 4.207  0.000
H7 -1.381 0.790 -2.560  0.002
H8 -0.054 -2.883 5.282  0.000
C2 2.784 0.451 -0.368  -0.005
H9 0.077 4.344 -3.480  0.000
C3 1.851 -2.735 2.056  0.271
As1 -1.806 -2.178 3.650  -0.005
O2 2.989 3.247 -0.083  0.000
C4 1.123 -5.158 -0.742  -0.029
C5 -0.802 3.899 1.604  0.002
C6 -0.752 1.672 -2.684  0.005
H10 -2.704 1.907 -0.357  0.002
Cu1 0.399 -1.495 1.414  0.494
H11 -1.825 0.266 3.177  0.002
S1 -1.620 2.756 -3.784  0.000
C7 2.306 -5.150 -1.475  0.072
C8 2.185 1.421 -1.126  0.010
H12 -3.223 -0.527 2.438  0.001
H13 4.304 -4.353 -1.567  -0.001
C9 -0.053 1.587 1.737  0.002
H14 1.318 -2.579 -2.250  0.005
S2 1.014 0.408 2.496  0.184
O3 -1.213 2.464 -5.143  0.000
C10 1.650 -0.546 -1.884  0.001
C11 -3.198 -3.275 4.417  0.003
O4 -1.175 -2.949 2.332  0.035
C12 -1.814 3.526 0.726  0.000
H15 -2.753 5.423 -4.051  0.000
C13 0.056 2.933 2.102  -0.030
H16 -2.517 4.259 0.346  0.001
H17 0.839 3.211 2.798  0.002
N1 1.458 0.773 -2.114  0.001
Cl1 4.633 -2.707 0.644  0.005
H18 1.146 2.214 -3.573  0.000
C14 -1.003 4.368 -3.346  0.000
S3 -1.192 -0.423 0.174  0.047
H19 2.407 -5.739 -2.377  0.007
H20 1.245 -1.586 -3.722  -0.001
H21 -0.685 4.933 1.905  0.000
H22 -3.985 -3.399 3.675  0.000
H23 0.283 -5.758 -1.072  -0.003
C15 -1.922 2.201 0.335  0.001
H24 -1.471 5.261 -5.260  0.000
C16 -1.033 1.217 0.790  -0.001
C17 -0.518 -1.925 5.055  -0.004
C18 0.989 -1.626 -2.661  -0.004
C19 1.005 -4.396 0.405  0.068
H25 -1.292 6.414 -3.930  0.000
H26 -0.095 -1.556 -2.553  -0.002
N2 2.235 2.820 -0.935  0.000
C20 -1.674 5.431 -4.203  0.000
O5 1.521 3.534 -1.640  0.000
N3 2.450 -0.765 -0.857  -0.008
H27 -1.009 -1.522 5.941  0.000
C21 2.055 -3.581 0.881  -0.101
H28 0.599 0.599 -3.982  0.000
C22 3.236 -3.619 0.124  0.059
H29 -1.213 4.491 -2.283  0.000
H30 1.309 -3.249 2.848  -0.025
C23 0.645 1.334 -3.182  -0.003
H31 3.403 0.587 0.501  0.000
C24 3.366 -4.375 -1.027  -0.034
H32 -2.777 -4.250 4.658  0.000

Output
**Net charge**: -1
**Energy relative to the best compared isomer or geometry (same formula, charge and spin)**: 0.0 kJ/mol
**Kohn-Sham gap (spin up / spin down)**: 6.213 / 6.450 eV
**2S+1**: 2
**Largest force on an atom**: 0.09 eV Å⁻¹
**Expectation value of S²**: 0.761
**LUMO energy (spin up / spin down)**: 0.0857 / 0.0841 Ha
**Molecular weight**: 712.658 u
**Total energy**: -7005.2201 Eh